Below is C28H27AsFeN8O10SSe as an isolated structure, with properties calculated with wB97M-V/def2-TZVPD.

Summary:
LUMO level (spin up / spin down), eV: -3.09 / -4.16
Total energy, Ha: -8572.70665
Gap between HOMO and LUMO (spin up / spin down), eV: 7.468 / 6.402
2S+1: 6
Net charge: +1
ΔE to the lowest compared entry with this formula, charge and spin, kJ/mol: 0.0
Expectation value of S²: 8.760

XYZ file:
```
77
Properties=species:S:1:pos:R:3:lowdin_spin:R:1
Fe 0.15 0.05 -0.44 4.30
Se 3.64 2.42 5.95 0.01
N 2.38 1.20 5.59 0.01
C 2.12 1.28 4.31 0.00
C 1.15 0.44 3.63 0.02
C 0.27 -0.47 4.32 0.00
C -0.61 -1.20 3.63 0.02
C -0.61 -1.18 2.16 0.02
N 0.11 -0.14 1.55 0.10
C 0.99 0.57 2.29 0.00
C 1.71 1.60 1.55 0.00
N 1.41 1.69 0.24 0.07
C 2.05 2.59 -0.51 0.01
C 3.01 3.44 0.01 0.00
C 3.31 3.37 1.36 0.00
C 2.66 2.43 2.15 0.00
C 2.88 2.26 3.57 0.00
N 3.75 2.96 4.26 0.00
H 0.30 -0.50 5.40 0.00
H -1.33 -1.84 4.12 0.00
H -1.59 -1.30 1.71 0.00
H 1.79 2.60 -1.56 0.00
H 3.50 4.15 -0.64 0.00
H 4.05 4.02 1.81 0.00
C 3.39 -1.76 1.09 0.00
C 3.20 -1.35 -0.33 0.01
N 2.14 -0.75 -0.86 0.07
C 2.44 -0.50 -2.17 0.00
C 3.69 -0.95 -2.45 0.00
N 4.14 -1.49 -1.28 0.00
C 4.57 -0.97 -3.65 0.00
O 4.10 -0.36 -4.73 0.00
O 5.67 -1.46 -3.57 0.00
C 1.46 0.25 -2.98 0.01
O 1.69 0.56 -4.14 0.01
O 0.38 0.56 -2.33 0.11
H 2.43 -2.00 1.55 0.00
H 3.84 -0.94 1.66 0.00
H 4.04 -2.62 1.15 0.00
H 5.05 -1.93 -1.19 0.00
H 3.20 0.02 -4.59 0.00
O -4.13 -0.71 -1.60 0.00
As -2.50 -1.47 -1.43 0.01
O -2.05 -1.85 -2.93 0.00
O -1.76 -0.19 -0.59 0.14
C -2.90 -2.91 -0.19 0.00
C -4.23 -3.27 -0.04 0.00
C -4.59 -4.35 0.76 0.00
C -3.61 -5.09 1.42 0.00
C -2.28 -4.73 1.28 0.00
C -1.93 -3.65 0.49 0.00
S -0.22 -3.24 0.42 0.00
O 0.08 -2.58 1.78 0.01
O 0.57 -4.41 0.32 0.01
O -0.11 -2.24 -0.64 0.04
H -4.52 -1.10 -2.40 0.00
H -5.01 -2.71 -0.54 0.00
H -5.63 -4.62 0.86 0.00
H -3.89 -5.93 2.03 0.00
H -1.50 -5.29 1.79 0.00
N -3.61 2.01 -1.99 0.00
C -3.36 2.42 -0.56 0.00
C -2.33 3.52 -0.47 0.00
N -1.16 3.10 -1.21 0.00
C -1.46 3.06 -2.64 0.00
C -2.41 1.92 -2.89 0.00
H -4.30 2.64 -2.40 0.00
H -4.03 1.06 -1.94 0.00
H -3.00 1.52 -0.05 0.00
H -4.32 2.72 -0.15 0.00
H -2.08 3.66 0.58 0.00
H -2.75 4.48 -0.84 0.00
H -0.39 3.73 -1.03 0.00
H -0.55 2.85 -3.21 0.00
H -1.88 4.01 -3.00 0.00
H -1.92 0.98 -2.69 0.00
H -2.79 1.91 -3.91 0.00
```


Below is C28H27B3F6HoN5O8 as an isolated structure in a non-equilibrium geometry, with properties calculated with wB97M-V/def2-TZVPD.

Summary:
LUMO level (spin up / spin down), eV: -1.71 / -1.71
Total energy, Ha: -3581.07229
Gap between HOMO and LUMO (spin up / spin down), eV: 5.953 / 5.971
2S+1: 5
Expectation value of S²: 6.004

XYZ file:
```
78
Properties=species:S:1:pos:R:3:lowdin_spin:R:1
Ho 0.03 -0.11 -0.35 4.03
C 4.38 0.92 1.47 0.00
C 2.89 0.95 1.38 0.00
N 2.14 -0.11 1.29 0.00
O 2.79 -1.23 1.39 0.00
B 2.01 -2.48 0.97 0.00
F 1.63 -2.26 -0.39 0.00
F 2.86 -3.53 1.12 0.00
O 0.80 -2.70 1.73 0.00
N -0.28 -2.09 1.10 0.00
C -1.31 -2.82 0.96 0.00
C -1.38 -4.25 1.41 0.00
C -2.49 -2.14 0.25 0.00
N -2.23 -0.72 0.06 0.00
O -2.95 -0.04 1.19 0.00
B -2.24 0.45 2.20 0.00
F -2.82 1.11 3.19 0.00
F -0.90 0.19 2.35 0.00
O -1.35 2.41 1.10 0.00
N 0.93 2.25 1.64 0.00
C 2.15 2.19 1.23 0.00
C 2.78 3.36 0.58 0.00
C -2.67 -2.78 -1.14 0.00
H 4.70 0.02 1.99 0.00
H 4.76 1.79 2.00 0.00
H 4.81 0.90 0.47 0.00
H -0.43 -4.75 1.24 0.00
H -2.18 -4.77 0.88 0.00
H -1.59 -4.28 2.48 0.00
H 2.04 3.95 0.04 0.00
H 3.57 3.05 -0.10 0.00
H 3.22 4.00 1.35 0.00
H -2.88 -3.85 -1.08 0.00
H -1.76 -2.64 -1.73 0.00
H -3.49 -2.29 -1.64 0.00
N 0.23 2.07 -3.12 0.00
C -1.14 2.21 -3.36 0.00
C -1.72 1.69 -4.52 0.00
C -3.08 1.83 -4.73 0.00
C -3.88 2.49 -3.81 0.00
C -3.30 2.99 -2.66 0.00
C -1.94 2.85 -2.41 0.00
C -1.36 3.36 -1.15 0.00
C -1.51 4.66 -0.80 0.00
C -0.87 5.24 0.36 0.00
C -0.13 4.50 1.20 0.00
C -0.12 3.05 1.01 0.00
C -0.68 2.40 -0.24 -0.01
H 0.77 1.76 -3.92 0.00
H 0.66 2.85 -2.65 0.00
H -1.09 1.19 -5.24 0.00
H -3.52 1.41 -5.63 0.00
H -4.94 2.59 -3.98 0.00
H -3.91 3.47 -1.91 0.00
H -2.06 5.32 -1.46 0.00
H -0.93 6.31 0.50 0.00
H 0.46 4.94 1.99 0.00
H 0.58 1.45 2.18 0.00
O -0.01 -0.93 -2.35 -0.01
C 1.24 -0.72 -2.52 0.00
O 1.87 0.03 -1.72 0.00
C 1.94 -1.37 -3.66 0.00
C 3.26 -1.03 -3.93 0.00
C 3.95 -1.61 -4.99 0.00
C 3.26 -2.53 -5.74 0.00
O 3.72 -3.23 -6.82 0.00
C 2.63 -4.06 -7.24 0.00
O 1.52 -3.81 -6.37 0.00
C 1.95 -2.87 -5.47 0.00
C 1.25 -2.31 -4.44 0.00
H 3.74 -0.31 -3.28 0.00
H 4.98 -1.35 -5.21 0.00
H 2.92 -5.10 -7.16 0.00
H 2.35 -3.79 -8.26 0.00
H 0.22 -2.56 -4.22 0.00
F -5.00 -2.12 0.62 0.00
B -3.79 -2.22 1.14 0.00
F -3.73 -2.45 2.46 0.00
```


Below is C28H27BBr2CaN2O3 as an isolated structure in a non-equilibrium geometry, with properties calculated with wB97M-V/def2-TZVPD.

Summary:
LUMO level, eV: -1.09
Total energy, Ha: -7269.03140
Gap between HOMO and LUMO, eV: 6.200
2S+1: 1
ΔE to the lowest compared entry with this formula, charge and spin, kJ/mol: 59.5

XYZ file:
```
64
Properties=species:S:1:pos:R:3:lowdin_charge:R:1
Ca -0.29 -0.26 -0.13 1.28
Br 5.55 2.76 2.88 0.81
C 4.04 1.97 2.11 -0.68
C 3.81 0.62 2.23 -0.08
C 2.67 0.11 1.64 -0.08
N 1.79 0.86 0.96 0.06
C 2.03 2.16 0.86 -0.19
C 3.14 2.76 1.42 -0.06
C 1.01 2.98 0.09 -0.20
C 1.21 4.33 -0.16 -0.05
C 0.24 5.03 -0.86 -0.68
Br 0.50 6.84 -1.21 0.81
C -0.90 4.38 -1.29 -0.09
C -1.01 3.03 -1.00 -0.10
N -0.08 2.34 -0.33 0.04
H 4.49 -0.03 2.76 0.11
H 2.46 -0.95 1.70 0.10
H 3.31 3.82 1.33 0.10
H 2.10 4.84 0.17 0.10
H -1.67 4.90 -1.83 0.11
H -1.89 2.49 -1.33 0.12
O -2.08 -0.77 2.88 0.04
B -2.07 -0.80 1.43 -0.43
O -3.37 -1.34 1.07 0.03
C -4.06 -1.60 2.23 -0.25
C -5.32 -2.12 2.38 0.00
C -5.79 -2.30 3.69 -0.10
C -5.00 -1.95 4.78 -0.10
C -3.71 -1.42 4.61 0.00
C -3.28 -1.26 3.31 -0.25
H -5.93 -2.39 1.52 0.12
H -6.77 -2.70 3.86 0.10
H -5.38 -2.10 5.79 0.09
H -3.08 -1.15 5.44 0.11
C 1.29 -3.32 0.74 -0.06
C 1.49 -3.92 -0.65 -0.37
C 0.16 -4.42 -1.23 -0.06
C 2.25 -3.04 -1.62 -0.15
C 3.50 -3.47 -2.05 -0.05
C 4.23 -2.76 -2.99 -0.10
C 3.65 -1.63 -3.54 -0.07
C 2.39 -1.16 -3.14 -0.14
C 1.88 0.04 -3.95 -0.37
C 1.50 -0.44 -5.36 -0.07
C 0.72 0.86 -3.39 -0.09
C 1.71 -1.83 -2.13 -0.28
O 0.55 -1.38 -1.61 -0.41
H 0.85 -4.05 1.43 0.09
H 0.58 -2.50 0.70 0.02
H 2.23 -2.98 1.16 0.07
H 2.12 -4.80 -0.51 0.12
H -0.52 -3.59 -1.42 0.07
H -0.33 -5.11 -0.54 0.08
H 0.32 -4.95 -2.17 0.08
H 3.90 -4.39 -1.63 0.11
H 5.21 -3.09 -3.32 0.09
H 4.19 -1.08 -4.31 0.11
H 2.72 0.73 -4.05 0.13
H 0.66 -1.13 -5.30 0.09
H 2.33 -0.96 -5.86 0.07
H 1.21 0.40 -6.00 0.07
H -0.20 0.28 -3.31 0.07
H 0.54 1.71 -4.06 0.08
H 0.95 1.27 -2.41 0.05
```


Below is C28H27BrF12LuN4O2P as an isolated structure in a non-equilibrium geometry, with properties calculated with wB97M-V/def2-TZVPD.

Summary:
LUMO level, eV: 4.54
Total energy, Ha: -6802.35295
Gap between HOMO and LUMO, eV: 6.355
2S+1: 1
Net charge: -2

XYZ file:
```
76
Properties=species:S:1:pos:R:3:lowdin_charge:R:1
Lu 0.03 0.95 -0.30 1.24
C 0.33 0.15 6.53 -0.07
C -0.11 0.03 5.10 -0.29
C -1.41 0.34 4.70 -0.06
C -1.80 0.19 3.39 -0.06
C -0.91 -0.28 2.40 -0.32
N -1.30 -0.42 1.08 -0.04
C -2.44 -1.08 0.78 -0.22
C -3.16 -1.86 1.73 -0.03
C -4.36 -2.45 1.45 -0.07
C -4.93 -2.35 0.18 -0.30
C -6.29 -2.93 -0.12 -0.08
C -4.20 -1.70 -0.80 -0.01
C -2.97 -1.11 -0.54 -0.06
C -2.26 -0.40 -1.71 -0.38
O -0.95 -0.20 -1.64 -0.28
C -2.53 -1.12 -3.08 -0.53
F -1.58 -0.81 -3.97 0.14
F -2.52 -2.46 -3.01 0.14
F -3.70 -0.82 -3.71 0.11
C -2.93 1.02 -1.81 -0.53
F -2.54 1.74 -0.72 0.07
F -4.27 1.07 -1.82 0.14
F -2.52 1.71 -2.88 0.15
C 0.43 -0.52 2.80 -0.07
C 0.80 -0.37 4.13 0.01
C 1.44 -0.87 1.70 -0.36
O 1.59 0.10 0.78 -0.34
C 2.86 -1.16 2.27 -0.54
F 3.73 -1.49 1.31 0.13
F 2.94 -2.17 3.17 0.13
F 3.39 -0.08 2.86 0.15
C 0.96 -2.21 1.01 -0.50
F 0.46 -1.96 -0.20 0.11
F 1.94 -3.12 0.80 0.12
F 0.03 -2.89 1.70 0.15
H -0.50 0.39 7.18 0.06
H 1.09 0.92 6.62 0.07
H 0.77 -0.80 6.86 0.07
H -2.12 0.70 5.43 0.10
H -2.80 0.45 3.09 0.12
H -2.73 -1.98 2.72 0.10
H -4.88 -3.01 2.22 0.10
H -6.69 -3.43 0.76 0.06
H -6.24 -3.65 -0.94 0.07
H -6.98 -2.14 -0.41 0.07
H -4.62 -1.67 -1.79 0.11
H 1.81 -0.56 4.45 0.11
C 3.16 -1.77 -2.08 -0.16
C 3.75 -0.40 -1.76 -0.40
P 2.50 0.99 -1.84 0.96
C 3.61 2.34 -1.15 -0.39
C 3.17 2.86 0.21 -0.18
C 2.69 1.48 -3.63 -0.41
C 2.18 0.41 -4.59 -0.15
H 3.58 -2.53 -1.41 0.06
H 3.36 -2.08 -3.10 0.05
H 2.08 -1.76 -1.94 0.05
H 4.60 -0.17 -2.41 0.07
H 4.10 -0.39 -0.73 0.05
H 3.64 3.15 -1.87 0.07
H 4.62 1.92 -1.07 0.07
H 2.28 3.49 0.11 0.02
H 3.95 3.46 0.68 0.06
H 2.92 2.04 0.88 0.04
H 3.73 1.73 -3.85 0.08
H 2.09 2.38 -3.77 0.05
H 2.84 -0.46 -4.57 0.05
H 2.16 0.79 -5.61 0.06
H 1.18 0.10 -4.30 0.06
Br -0.31 2.88 1.52 -0.07
N 1.95 6.80 -3.18 0.04
C 1.38 5.80 -3.06 -0.46
N 0.72 4.70 -3.11 0.08
C 0.47 3.75 -2.34 -0.37
N 0.21 2.76 -1.76 -0.01
```


Below is C28H27N4O2Pd as an isolated structure in a non-equilibrium geometry, with properties calculated with wB97M-V/def2-TZVPD.

Summary:
LUMO level (spin up / spin down), eV: -3.69 / -3.69
Total energy, Ha: -1580.30189
Gap between HOMO and LUMO (spin up / spin down), eV: 6.684 / 6.686
2S+1: 1
Net charge: +1
ΔE to the lowest compared entry with this formula, charge and spin, kJ/mol: 200.0

XYZ file:
```
62
Properties=species:S:1:pos:R:3:lowdin_charge:R:1
Pd -0.24 1.30 -0.04 0.88
C 4.50 -0.45 2.36 -0.06
C 4.00 0.41 1.38 -0.07
C 2.64 0.46 1.14 -0.03
C 1.76 -0.35 1.88 -0.29
C 2.28 -1.21 2.87 0.00
C 3.63 -1.24 3.10 -0.07
N 0.46 -0.26 1.56 -0.01
N -0.54 -0.88 2.06 0.11
C -1.76 -0.58 1.57 -0.32
C -2.92 -1.18 2.10 0.00
C -4.16 -0.84 1.62 -0.07
C -4.31 0.10 0.61 -0.06
C -3.18 0.71 0.07 -0.11
C -1.94 0.38 0.54 -0.17
H 5.56 -0.49 2.54 0.11
H 4.67 1.03 0.82 0.11
H 2.22 1.13 0.37 0.09
H 1.58 -1.82 3.43 0.11
H 4.03 -1.90 3.86 0.11
H -2.79 -1.90 2.89 0.12
H -5.04 -1.30 2.05 0.11
H -5.29 0.36 0.24 0.11
H -3.30 1.45 -0.72 0.11
N -1.16 5.99 5.17 0.19
C -0.42 6.06 4.05 -0.50
O 0.20 7.05 3.73 0.09
C -0.43 4.84 3.16 -0.09
C -1.13 3.67 3.41 0.02
C -1.12 2.66 2.47 -0.08
N -0.46 2.75 1.32 -0.08
C 0.25 3.86 1.08 -0.09
C 0.29 4.92 1.96 0.03
H -1.18 6.81 5.77 0.13
H -1.69 5.19 5.46 0.09
H -1.70 3.52 4.31 0.11
H -1.69 1.75 2.64 0.11
H 0.79 3.92 0.13 0.12
H 0.84 5.82 1.75 0.13
C 1.43 -5.02 -5.54 -0.03
C 0.90 -3.95 -4.64 -0.23
C 1.61 -3.50 -3.53 0.01
C 1.16 -2.47 -2.74 -0.17
C 1.95 -2.06 -1.54 -0.03
C -0.08 -1.85 -3.05 -0.10
C -0.58 -0.76 -2.27 -0.13
O 0.12 -0.02 -1.56 -0.12
C -0.84 -2.33 -4.15 -0.19
C -2.17 -1.73 -4.51 -0.04
C -0.33 -3.35 -4.92 0.00
H 2.30 -5.50 -5.12 0.08
H 1.71 -4.58 -6.51 0.10
H 0.67 -5.77 -5.74 0.09
H 2.55 -3.98 -3.29 0.12
H 2.78 -2.75 -1.39 0.09
H 1.33 -2.06 -0.64 0.08
H 2.35 -1.06 -1.65 0.09
H -1.66 -0.57 -2.34 0.13
H -2.09 -0.65 -4.65 0.09
H -2.90 -1.93 -3.73 0.09
H -2.53 -2.17 -5.43 0.08
H -0.90 -3.71 -5.77 0.12
```


Below is C28H27N9O3PtS3 as an isolated structure in a non-equilibrium geometry, with properties calculated with wB97M-V/def2-TZVPD.

Summary:
LUMO level, eV: -6.71
Total energy, Ha: -3115.15349
Gap between HOMO and LUMO, eV: 6.415
2S+1: 1
Net charge: +2
ΔE to the lowest compared entry with this formula, charge and spin, kJ/mol: 76.8

XYZ file:
```
71
Properties=species:S:1:pos:R:3:lowdin_charge:R:1
Pt -0.58 1.21 0.32 1.40
S -2.81 1.79 0.04 0.67
C -3.74 0.30 0.16 -1.04
N -3.25 -0.75 0.75 0.01
C -4.17 -1.80 0.71 -0.32
C -3.98 -3.06 1.26 -0.03
C -4.99 -4.00 1.14 -0.07
C -6.18 -3.69 0.49 -0.06
C -6.40 -2.43 -0.05 -0.07
C -5.37 -1.49 0.07 -0.46
S -5.34 0.15 -0.48 1.08
H -3.06 -3.30 1.78 0.10
H -4.86 -4.98 1.57 0.11
H -6.96 -4.43 0.42 0.12
H -7.33 -2.19 -0.54 0.12
C 4.31 -1.81 -4.97 -0.03
C 3.94 -1.14 -3.68 -0.25
C 3.37 -1.88 -2.64 -0.03
C 3.06 -1.28 -1.43 -0.06
C 3.32 0.08 -1.26 -0.29
C 3.89 0.83 -2.27 -0.03
C 4.19 0.22 -3.48 -0.01
S 2.89 0.85 0.26 0.62
O 3.85 1.87 0.57 -0.26
O 2.57 -0.17 1.21 -0.30
N 1.46 1.60 -0.04 -0.22
C 1.24 2.94 -0.22 -0.37
C 2.07 4.04 -0.45 0.03
C 1.46 5.28 -0.50 0.00
C 0.09 5.44 -0.32 -0.02
C -0.69 4.33 -0.11 -0.09
N -0.10 3.12 -0.08 -0.09
H 3.63 -2.61 -5.22 0.08
H 5.31 -2.24 -4.89 0.10
H 4.33 -1.10 -5.79 0.09
H 3.20 -2.94 -2.77 0.12
H 2.67 -1.86 -0.60 0.10
H 4.12 1.88 -2.12 0.12
H 4.65 0.79 -4.27 0.13
H 3.13 3.91 -0.55 0.12
H 2.08 6.16 -0.67 0.13
H -0.38 6.41 -0.36 0.12
H -1.76 4.36 0.03 0.10
C -0.64 -2.17 -3.01 0.05
N -0.40 -2.11 -1.55 0.00
C -0.12 -3.23 -0.81 0.02
C 0.11 -3.16 0.52 0.05
C 0.02 -1.89 1.17 -0.33
N -0.31 -0.84 0.42 0.04
C -0.47 -0.94 -0.91 -0.50
O -0.69 0.18 -1.48 -0.08
N 0.21 -1.74 2.47 0.25
H -0.10 -3.03 -3.41 0.11
H -0.27 -1.26 -3.46 0.11
H -1.71 -2.27 -3.20 0.12
H -0.08 -4.16 -1.36 0.16
H 0.36 -4.05 1.08 0.14
H 0.58 -2.51 3.01 0.14
H 0.35 -0.82 2.85 0.11
N 1.80 2.85 4.82 0.18
C 0.68 2.40 4.23 -0.33
C 0.62 2.20 2.84 -0.02
N -0.50 1.74 2.29 -0.11
C -1.57 1.47 3.06 -0.11
C -1.47 1.69 4.42 -0.07
N -0.37 2.13 5.01 0.16
H 2.62 3.11 4.29 0.12
H 1.79 3.02 5.81 0.13
H 1.47 2.39 2.20 0.11
H -2.47 1.11 2.58 0.07
H -2.32 1.47 5.06 0.13
```


Below is C28H28AlN2Si as an isolated structure in a non-equilibrium geometry, with properties calculated with wB97M-V/def2-TZVPD.

Summary:
LUMO level (spin up / spin down), eV: -3.13 / -4.05
Total energy, Ha: -1724.84822
Gap between HOMO and LUMO (spin up / spin down), eV: 7.009 / 4.324
2S+1: 1
Net charge: +1
ΔE to the lowest compared entry with this formula, charge and spin, kJ/mol: 313.4

XYZ file:
```
60
Properties=species:S:1:pos:R:3:lowdin_charge:R:1
C 0.71 1.83 1.08 -0.07
C 1.21 1.80 -0.24 -0.10
C 0.10 1.59 -1.18 -0.20
H 2.25 1.88 -0.49 0.10
C -1.12 1.48 -0.36 -0.19
C -0.70 1.64 1.02 -0.06
H -1.33 1.60 1.88 0.10
H 1.30 1.94 1.98 0.11
H 0.09 1.82 -2.25 0.08
H -2.10 1.57 -0.79 0.10
Al -0.31 -0.57 -0.85 0.50
C -0.61 -2.13 -2.54 -0.06
H -1.41 -1.24 -2.46 0.08
H -0.99 -3.11 -2.30 0.07
H 0.53 -1.91 -2.13 0.11
Si 0.26 -0.49 -4.47 0.80
C 1.57 -1.09 -5.66 -0.34
C 2.52 -0.11 -6.10 -0.12
H 2.39 0.94 -5.72 0.10
C 3.58 -0.40 -6.97 -0.08
H 4.28 0.37 -7.23 0.10
C 3.70 -1.66 -7.53 -0.07
H 4.46 -1.86 -8.26 0.10
C 2.74 -2.64 -7.21 -0.08
H 2.79 -3.60 -7.73 0.11
C 1.71 -2.37 -6.29 -0.09
H 0.96 -3.14 -6.07 0.10
C -1.19 0.16 -5.55 -0.29
C -0.99 0.45 -6.95 -0.07
H -0.04 0.16 -7.45 0.11
C -2.00 1.13 -7.68 -0.07
H -1.77 1.44 -8.70 0.11
C -3.24 1.40 -7.11 -0.09
H -4.02 1.87 -7.72 0.12
C -3.44 1.11 -5.77 -0.09
H -4.36 1.40 -5.32 0.10
C -2.46 0.47 -5.01 -0.12
H -2.65 0.21 -3.96 0.08
H 0.86 0.70 -3.75 0.00
H -0.43 -1.92 -3.73 -0.02
C -3.63 -1.74 1.57 -0.06
C -3.07 -2.48 2.61 -0.05
C -1.70 -2.64 2.58 0.00
C -0.93 -2.08 1.56 -0.20
N -1.53 -1.36 0.55 0.02
C -2.85 -1.19 0.55 -0.11
C 0.48 -2.04 1.52 -0.21
C 1.29 -2.60 2.51 0.01
C 2.68 -2.46 2.42 -0.04
C 3.17 -1.78 1.31 -0.07
C 2.33 -1.24 0.35 -0.11
N 1.00 -1.34 0.47 0.03
H -4.70 -1.57 1.56 0.11
H -3.68 -2.85 3.44 0.12
H -1.20 -3.13 3.40 0.11
H -3.26 -0.65 -0.28 0.11
H 0.86 -3.07 3.37 0.11
H 3.35 -2.85 3.20 0.12
H 4.25 -1.67 1.17 0.11
H 2.69 -0.77 -0.56 0.12
```